{
  "formula": "C15H34AsN9O3PS4W",
  "method": "ωB97M-V with the def2-TZVPD basis set",
  "total_charge": 3,
  "elements": ["W", "N", "C", "N", "N", "N", "N", "C", "N", "N", "N", "N", "H", "C", "As", "C", "C", "S", "H", "H", "H", "H", "H", "H", "H", "H", "H", "C", "C", "C", "O", "P", "S", "S", "O", "C", "C", "C", "H", "H", "H", "H", "H", "H", "H", "H", "H", "H", "H", "H", "H", "H", "C", "C", "S", "O", "C", "C", "H", "H", "H", "H", "H", "H", "H", "H", "H", "H"],
  "positions_angstrom": [[0.3138, 1.4703, 0.3103], [2.1051, 4.4210, 1.2484], [2.7007, 3.2182, 0.9635], [3.6881, 2.9740, 0.1084], [3.6173, 1.7079, -0.1841], [2.6556, 1.1331, 0.4592], [2.0626, 2.0404, 1.2674], [0.7499, 4.3414, 1.0160], [0.0203, 5.0418, 0.1482], [-1.0148, 4.3237, -0.1210], [-1.0129, 3.2155, 0.5631], [0.0795, 3.2020, 1.3619], [2.5915, 5.2861, 1.0289], [2.1125, 2.3522, -4.6827], [2.7025, 1.7791, -2.9255], [2.7133, -0.1701, -2.9071], [4.5088, 2.5308, -2.7899], [1.0922, 2.5929, -1.6616], [2.7245, 1.8797, -5.4582], [2.2340, 3.4392, -4.7498], [1.0637, 2.1038, -4.8506], [3.4061, -0.4726, -3.6988], [1.7180, -0.5519, -3.1508], [3.0646, -0.5749, -1.9566], [4.8926, 2.6037, -3.8151], [5.1545, 1.8974, -2.1783], [4.4693, 3.5310, -2.3496], [-0.4631, -3.9783, -1.9186], [-1.3165, -3.0960, -2.7962], [-2.7704, -3.4983, -2.8300], [-1.1973, -1.6682, -2.3509], [-1.1919, -1.0479, -0.9428], [-1.7147, 0.9358, -1.1018], [0.7594, -0.9666, -0.2084], [-2.0525, -1.8241, 0.0997], [-3.4001, -1.4950, 0.6611], [-4.4017, -1.1826, -0.4265], [-3.7939, -2.7190, 1.4634], [-0.5221, -5.0004, -2.2846], [-0.8369, -3.9543, -0.8962], [0.5818, -3.6738, -1.9277], [-0.9115, -3.0245, -3.8080], [-3.1518, -3.6685, -1.8267], [-2.8610, -4.4281, -3.3865], [-3.3678, -2.7440, -3.3362], [-3.2390, -0.6125, 1.2950], [-4.5776, -2.0472, -1.0594], [-4.0927, -0.3433, -1.0464], [-5.3487, -0.9187, 0.0404], [-3.9974, -3.5538, 0.7968], [-4.7011, -2.4990, 2.0212], [-3.0215, -3.0287, 2.1619], [2.2624, 1.0008, 4.3220], [1.4723, -0.0300, 3.5319], [-0.3228, 0.3961, 3.4892], [-0.4645, 0.6607, 1.9084], [-1.0468, -1.2893, 3.6525], [-2.2646, -1.2745, 4.5592], [3.3306, 0.8223, 4.2076], [2.0527, 0.9293, 5.3846], [2.0446, 2.0144, 3.9898], [1.5909, -1.0162, 3.9757], [1.7975, -0.0759, 2.4811], [-0.2923, -1.9489, 4.0776], [-1.2784, -1.6055, 2.6327], [-2.0063, -0.8790, 5.5390], [-2.6152, -2.2944, 4.7087], [-3.0837, -0.6887, 4.1518]],
  "lowdin_charge": [1.282, 0.240, -0.371, 0.128, -0.053, -0.170, -0.148, -0.353, 0.144, 0.048, -0.173, -0.116, 0.193, -0.222, 0.928, -0.232, -0.203, 0.344, 0.069, 0.064, 0.052, 0.067, 0.034, 0.016, 0.065, 0.048, 0.047, -0.040, -0.361, -0.022, -0.273, 0.057, 0.453, 0.448, -0.294, -0.398, -0.034, -0.016, 0.111, 0.081, 0.081, 0.155, 0.074, 0.110, 0.100, 0.133, 0.085, 0.046, 0.114, 0.099, 0.110, 0.074, -0.113, -0.348, 1.197, -0.771, -0.335, -0.109, 0.102, 0.093, 0.065, 0.103, 0.044, 0.104, 0.072, 0.090, 0.101, 0.085]
}


{
  "formula": "C12H28N4O4",
  "method": "ωB97M-V with the def2-TZVPD basis set",
  "smiles": "CN(C)C=O.CN(C)C=O.CN(C)C=O.CN(C)C=O",
  "total_charge": 0,
  "elements": ["C", "N", "C", "C", "O", "H", "H", "H", "H", "H", "H", "H", "C", "N", "C", "C", "O", "H", "H", "H", "H", "H", "H", "H", "C", "N", "C", "C", "O", "H", "H", "H", "H", "H", "H", "H", "C", "N", "C", "C", "O", "H", "H", "H", "H", "H", "H", "H"],
  "positions_angstrom": [[-4.2568, -5.1099, -2.5043], [-3.4103, -4.1102, -1.9128], [-1.9866, -4.4280, -2.1113], [-3.7604, -3.2783, -0.9086], [-3.0653, -2.8721, -0.0010], [-5.3060, -4.8921, -2.2727], [-4.1444, -6.1098, -2.0728], [-4.1924, -5.2376, -3.5843], [-1.7265, -5.4825, -2.0612], [-1.7053, -4.0615, -3.1025], [-1.4294, -3.8302, -1.3920], [-4.8569, -3.1641, -1.0318], [-2.6846, 2.2251, -1.8861], [-2.7872, 1.0285, -1.0880], [-2.1587, -0.1588, -1.6269], [-3.4735, 0.9015, 0.0830], [-4.0771, 1.8353, 0.5669], [-2.8990, 2.0204, -2.9361], [-1.6304, 2.5299, -1.8883], [-3.2304, 3.0835, -1.5098], [-1.1449, 0.0343, -2.0029], [-2.0596, -0.9063, -0.8505], [-2.6078, -0.5543, -2.5456], [-3.4124, -0.0904, 0.5438], [-0.0739, -1.3521, 0.9506], [0.4534, -0.0054, 1.0955], [-0.2652, 0.9176, 1.9704], [1.6043, 0.3254, 0.4762], [2.3239, 1.2447, 0.8468], [0.2718, -1.8735, 0.0585], [-1.1565, -1.4852, 0.9110], [0.2295, -1.9305, 1.8277], [-1.1803, 1.0511, 1.3917], [-0.4178, 0.5865, 2.9986], [0.2589, 1.8586, 2.1143], [1.8738, -0.2823, -0.4029], [4.4686, 2.8018, 1.9448], [5.7900, 3.3974, 1.8613], [6.0621, 4.6096, 2.6048], [6.8125, 2.7733, 1.2167], [7.9563, 3.1557, 1.1740], [3.7429, 3.2751, 1.2904], [4.0717, 2.9118, 2.9601], [4.5755, 1.7213, 1.8949], [5.1174, 5.1538, 2.7049], [6.5301, 4.5105, 3.5817], [6.5942, 5.3240, 1.9719], [6.3625, 1.9385, 0.6515]],
  "lowdin_charge": [-0.079, -0.187, -0.036, -0.337, 0.008, 0.087, 0.094, 0.091, 0.089, 0.091, 0.074, 0.141, -0.044, -0.183, -0.078, -0.344, 0.014, 0.088, 0.090, 0.088, 0.089, 0.031, 0.091, 0.128, -0.067, -0.181, -0.013, -0.321, -0.009, 0.085, 0.055, 0.094, 0.074, 0.094, 0.088, 0.137, -0.082, -0.199, -0.062, -0.359, 0.021, 0.081, 0.090, 0.075, 0.084, 0.090, 0.088, 0.133]
}


{
  "formula": "C5H8N",
  "method": "ωB97M-V with the def2-TZVPD basis set",
  "total_charge": 1,
  "elements": ["C", "C", "C", "C", "C", "N", "H", "H", "H", "H", "H", "H", "H", "H"],
  "positions_angstrom": [[-2.1466, 0.2640, -0.2079], [-1.5772, -0.9062, 0.0769], [0.9348, -0.8056, -0.0491], [-0.7949, 0.9686, -0.0382], [2.0772, 0.0869, 0.0225], [-0.2731, -0.4607, -0.0448], [-3.1051, 0.5343, -0.4236], [-0.9445, 1.4038, 1.0492], [-1.8112, -1.8752, 0.3308], [0.9789, -1.9508, -0.0065], [2.5608, 0.1006, -0.8443], [2.8714, -0.1884, 0.8330], [1.8652, 1.0945, 0.1306], [-0.6356, 1.7341, -0.8287]],
  "lowdin_charge": [0.067, -0.011, -0.019, -0.027, 0.004, -0.042, 0.098, 0.187, 0.118, 0.193, 0.054, 0.165, 0.069, 0.145]
}


{
  "formula": "C23H10AuBrCl2F5N3O3S",
  "method": "ωB97M-V with the def2-TZVPD basis set",
  "spin_multiplicity": 3,
  "total_charge": 0,
  "elements": ["Au", "F", "C", "C", "F", "C", "F", "C", "S", "C", "F", "C", "F", "Br", "C", "C", "C", "C", "C", "C", "N", "N", "C", "C", "C", "C", "O", "C", "N", "C", "C", "C", "C", "H", "H", "H", "H", "H", "H", "H", "H", "H", "Cl", "C", "Cl", "C", "O", "O", "H"],
  "positions_angstrom": [[0.7685, -2.2483, 0.2855], [-0.7890, -4.5475, 6.7139], [-0.8174, -4.3291, 5.3992], [-0.4479, -3.0982, 4.8841], [-0.0698, -2.1189, 5.7077], [-0.4893, -2.8829, 3.5167], [-0.1613, -1.6477, 3.0907], [-0.8773, -3.8644, 2.6133], [-0.9873, -3.6588, 0.8671], [-1.2524, -5.0869, 3.1678], [-1.6542, -6.0825, 2.3710], [-1.2287, -5.3281, 4.5298], [-1.5944, -6.5161, 5.0098], [2.4482, 5.7345, 0.3512], [1.0800, 5.0840, -0.7688], [-0.1767, 5.6717, -0.7230], [-1.1773, 5.1903, -1.5471], [-0.9304, 4.1068, -2.3915], [0.3465, 3.5432, -2.4493], [1.3511, 4.0308, -1.6347], [-2.0293, 3.6858, -3.1709], [-1.9543, 2.5560, -3.7711], [-1.5961, 1.3980, -3.3104], [-1.3014, 0.3871, -4.3090], [-0.7203, -0.7756, -3.9885], [-0.4096, -1.1193, -2.5965], [0.1281, -2.1659, -2.2960], [-0.8431, -0.1347, -1.5394], [-0.6334, -0.4832, -0.2692], [-1.1008, 0.2823, 0.7021], [-1.8241, 1.4415, 0.4467], [-2.0061, 1.8388, -0.8571], [-1.4806, 1.0523, -1.8874], [-0.3650, 6.4984, -0.0534], [-2.1626, 5.6333, -1.5440], [0.5653, 2.7329, -3.1300], [2.3409, 3.5992, -1.6681], [-1.5120, 0.6526, -5.3354], [-0.4459, -1.5098, -4.7324], [-0.8984, -0.0516, 1.7114], [-2.2216, 2.0195, 1.2672], [-2.5622, 2.7368, -1.0833], [5.3224, -0.0507, -0.0716], [4.8299, -1.6705, 0.4271], [5.5660, -2.9155, -0.6005], [3.3210, -1.8588, 0.4073], [2.8661, -2.7911, 1.1034], [2.5919, -1.1068, -0.2832], [5.1945, -1.8326, 1.4385]],
  "mulliken_spin": [0.548, 0.000, 0.006, -0.003, 0.000, -0.009, 0.000, 0.030, 0.202, -0.006, -0.001, -0.005, 0.000, 0.011, 0.114, -0.056, 0.108, -0.027, 0.105, -0.063, 0.457, 0.072, 0.156, -0.023, 0.073, 0.005, 0.051, -0.001, 0.085, -0.006, -0.001, 0.010, 0.006, -0.001, 0.001, 0.007, -0.002, -0.010, -0.001, 0.007, 0.002, 0.013, 0.004, -0.002, 0.000, -0.001, 0.088, 0.058, 0.001]
}


| no. | calculated total energy (eV) |
| --- | --- |
| 1 | -150925.6126 |
| 2 | -27047.3887 |
| 3 | -6794.7149 |
| 4 | -157824.9092 |